Here is the molecule C4H5ClSSi in a non-equilibrium geometry from the OMol25 dataset. Energies are from ωB97M-V/def2-TZVPD.

## Properties
maximum force = 4.4 eV Å⁻¹
HOMO level (alpha / beta) = -0.2868 / -0.2893 Ha
total energy = -35458.7025 eV
relative energy (zero: lowest compared OMol25 entry of this formula, charge and spin) = 571.0 kJ/mol
orbital gap (alpha / beta) = 6.98 / 6.89 eV

Geometry as ORCA input:
```
! wB97M-V def2-TZVPD RIJCOSX def2/J DEFGRID3
* xyz 0 1
C -0.490 1.079 1.877
C 0.135 1.700 0.883
C -0.595 -0.286 2.081
C 0.140 -0.520 -0.526
Si 0.624 -0.724 -2.312
S -0.292 -1.413 0.769
Cl 1.799 -2.373 -2.535
H -0.868 1.530 2.754
H 0.081 1.993 -0.114
H -1.114 -0.730 2.804
H 1.328 0.566 -2.631
H -0.749 -0.823 -3.051
*
```

=====

Here is the ion C6H11N2S with charge +1 in a non-equilibrium geometry from the OMol25 dataset. Energies are from ωB97M-V/def2-TZVPD.

## Properties
maximum force = 4.5 eV Å⁻¹
HOMO level = -0.4303 Ha
total energy = -20207.2897 eV
relative energy (zero: lowest compared OMol25 entry of this formula, charge and spin) = 276.2 kJ/mol
orbital gap = 8.23 eV

Geometry as ORCA input:
```
! wB97M-V def2-TZVPD RIJCOSX def2/J DEFGRID3
* xyz 1 1
C -1.871 0.021 -0.389
C -0.930 1.143 -0.038
C 0.457 0.601 -0.044
C 0.837 -0.690 -0.129
C -0.213 -1.873 -0.100
N -1.437 -1.205 0.344
S 2.520 -1.004 0.031
N 2.895 0.756 -0.210
C 1.647 1.419 0.310
H -2.871 0.298 -0.213
H -1.729 -0.315 -1.391
H -1.169 1.813 0.845
H -1.105 1.937 -0.800
H -0.284 -2.375 -1.087
H 0.090 -2.639 0.648
H -2.218 -1.770 0.373
H -1.264 -1.037 1.436
H 3.266 0.878 -1.121
H 1.707 2.469 0.066
H 1.671 1.573 1.467
*
```

=====

Here is a cluster of 8 separate species, C5H23O9 in total in a non-equilibrium geometry from the OMol25 dataset. Energies are from ωB97M-V/def2-TZVPD.

## Properties
maximum force = 4.1 eV Å⁻¹
⟨S²⟩ = 0.755
HOMO level (alpha / beta) = -0.3082 / -0.3081 Ha
total energy = -23982.5380 eV
orbital gap (alpha / beta) = 8.10 / 4.50 eV

Geometry as ORCA input:
```
! wB97M-V def2-TZVPD RIJCOSX def2/J DEFGRID3
* xyz 0 2
O -0.560 0.324 -0.500
H -1.324 0.001 -0.015
H -0.604 -0.055 -1.380
H 0.291 0.066 -0.139
C 3.583 0.762 1.889
C 2.688 0.943 0.598
C 3.396 1.694 -0.556
O 1.996 -0.261 0.254
H 4.076 -0.197 1.729
H 2.930 0.716 2.761
H 4.254 1.560 2.207
H 2.018 1.644 1.096
H 3.823 2.587 -0.098
H 2.867 1.960 -1.472
H 4.297 1.135 -0.807
C -4.758 -0.057 1.733
C -3.375 0.247 1.151
O -3.040 1.422 0.910
O -2.571 -0.686 0.882
H -4.795 -1.015 2.251
H -5.466 -0.014 0.905
H -4.927 0.710 2.488
O 0.230 -0.859 2.758
H -0.624 -0.816 2.329
H 0.852 -0.585 2.083
O -1.264 -2.768 -0.629
H -1.728 -2.134 -0.082
H -1.959 -3.254 -1.074
O -0.950 2.560 -3.036
H -0.643 3.151 -3.724
H -0.578 1.709 -3.267
O -0.663 -0.447 -3.195
H -0.036 -1.169 -3.158
H -1.373 -0.775 -3.747
O 1.538 -3.003 -0.286
H 1.760 -2.074 -0.241
H 0.639 -3.020 -0.615
*
```